## i
Below is a cluster of 3 separate species, C4H10N2OS in total, with properties calculated with ωB97M-V/def2-TZVPD.

highest occupied orbital energy	-6.443	eV
LUMO	-0.1	eV
frontier orbital gap	0.2317	Eh

Element x y z (Å)
C1 2.57 -0.57 -1.65
C2 2.09 -1.36 -2.78
C3 -2.39 0.44 1.42
C4 -3.32 -0.06 2.45
N1 0.61 0.99 -0.46
N2 1.27 1.53 0.59
O1 3.57 -0.46 -1.01
S1 -4.02 -1.52 2.43
H1 1.45 -0.74 -3.41
H2 1.48 -2.16 -2.36
H3 2.91 -1.79 -3.37
H4 -2.77 1.37 0.99
H5 -1.42 0.68 1.86
H6 -2.26 -0.29 0.62
H7 -3.52 0.61 3.28
H8 1.68 0.93 1.29
H9 1.88 2.29 0.29
H10 0.19 0.10 -0.17

---

## ii
Below is an isolated molecule of C4H10N2OS, with properties calculated with ωB97M-V/def2-TZVPD.

highest occupied orbital energy	-8.904	eV
LUMO	0.8	eV
frontier orbital gap	0.3550	Eh
SMILES string	[H]/N=C(\SC)N(C)OC

Element x y z (Å)
H1 0.04 1.08 1.98
N1 -0.30 1.01 1.06
C1 0.09 0.01 0.36
S1 1.20 -1.39 1.03
C2 1.07 -1.28 2.74
N2 -0.04 -0.09 -1.01
C3 0.62 -0.92 -1.90
O1 -0.29 1.23 -1.38
C4 -1.62 1.77 -1.41
H2 -0.10 -1.06 2.76
H3 1.80 -0.51 3.38
H4 1.26 -2.32 3.14
H5 0.99 -1.79 -1.25
H6 -0.22 -1.39 -2.74
H7 1.50 -0.41 -2.34
H8 -2.33 1.00 -1.63
H9 -1.56 2.61 -2.31
H10 -2.11 2.46 -0.49

---

## iii
Below is a cluster of 3 separate species, C4H10N2OS in total, with properties calculated with ωB97M-V/def2-TZVPD.

highest occupied orbital energy	-9.279	eV
LUMO	-3.2	eV
frontier orbital gap	0.2218	Eh

Element x y z (Å)
O1 1.15 1.08 -1.94
C1 0.74 0.28 -1.11
N1 0.14 0.89 0.06
C2 -0.56 0.34 1.20
C3 -1.90 1.05 1.40
S1 0.13 0.14 4.25
C4 0.73 -1.12 -1.49
N2 1.70 -1.38 -2.57
H1 0.62 1.74 0.31
H2 -0.07 0.44 2.23
H3 -0.73 -0.77 1.06
H4 -2.50 1.11 0.50
H5 -1.70 2.13 1.64
H6 -2.38 0.58 2.26
H7 -0.25 -1.62 -1.63
H8 1.53 -1.87 0.04
H9 1.60 -2.33 -2.92
H10 1.76 -0.69 -3.29

---

Short version: ii is the most stable of them.

---

## i
Below is an isolated molecule of C4H10N2OS, with properties calculated with ωB97M-V/def2-TZVPD.

highest occupied orbital energy	-9.359	eV
LUMO	0.2	eV
frontier orbital gap	0.3516	Eh
SMILES string	C/N=C(\CCO)NS

Element x y z (Å)
C1 0.25 -0.63 2.44
N1 0.15 0.44 1.49
C2 0.23 0.20 0.32
C3 0.21 -1.28 -0.17
C4 -1.37 -1.40 -0.18
O1 -2.14 -0.83 0.90
N2 0.08 1.22 -0.61
S1 1.20 1.23 -2.12
H1 1.20 -1.27 2.17
H2 0.42 -0.49 3.59
H3 -0.68 -1.24 2.60
H4 0.86 -1.87 0.69
H5 0.68 -1.45 -1.16
H6 -1.44 -0.84 -1.09
H7 -1.79 -2.49 -0.29
H8 -1.45 0.09 1.20
H9 0.10 2.23 -0.16
H10 2.50 1.33 -1.38

---

## ii
Below is an isolated molecule of C4H10N2OS, with properties calculated with ωB97M-V/def2-TZVPD.

highest occupied orbital energy (alpha / beta)	-7.653 / -8.974	eV
LUMO (alpha / beta)	-0.4 / -0.2	eV
frontier orbital gap (alpha / beta)	0.2655 / 0.3215	Eh

Element x y z (Å)
C1 -0.14 -1.20 0.44
C2 0.38 0.10 1.03
C3 1.40 -1.75 -1.32
C4 -1.50 1.79 0.79
N1 0.15 -1.41 -0.91
N2 -0.15 1.29 0.43
O1 -0.75 2.38 -1.78
S1 0.35 1.58 -1.21
H1 0.06 -2.07 1.13
H2 -1.20 -1.22 0.40
H3 0.12 0.25 2.15
H4 1.51 0.09 0.92
H5 1.60 -1.21 -2.32
H6 2.23 -1.56 -0.59
H7 1.53 -2.79 -1.69
H8 -2.13 2.00 -0.15
H9 -2.00 1.03 1.40
H10 -1.46 2.69 1.29

---

Short version: ii is the most stable of them.

---

## i
Below is a structure of composition C4H10N2OS, with properties calculated with ωB97M-V/def2-TZVPD.

highest occupied orbital energy	-8.743	eV
LUMO	0.1	eV
frontier orbital gap	0.3247	Eh

Element x y z (Å)
C1 1.56 -1.16 -0.09
C2 1.45 0.33 0.56
C3 0.82 1.29 -0.48
C4 -1.53 1.39 0.09
H1 0.41 -2.95 -0.28
H2 2.02 -1.75 0.76
H3 2.16 -1.10 -0.90
H4 0.83 0.58 1.56
H5 2.67 0.51 0.79
H6 0.46 0.59 -1.31
H7 1.61 1.92 -0.92
H8 -2.33 2.16 0.38
H9 -1.26 -0.61 -0.83
H10 -3.50 -1.09 1.11
N1 -0.41 2.01 -0.16
N2 -1.84 0.08 0.07
O1 0.27 -1.72 -0.23
S1 -3.39 -0.47 -0.10

---

## ii
Below is an isolated molecule of C4H10N2OS, with properties calculated with ωB97M-V/def2-TZVPD.

highest occupied orbital energy	-8.415	eV
LUMO	0.7	eV
frontier orbital gap	0.3347	Eh
SMILES string	C/N=C(/NO)[C@@H](C)S

Element x y z (Å)
C1 -1.62 1.37 -0.81
N1 -1.54 0.00 -0.49
C2 -0.43 -0.52 -0.12
N2 -0.45 -1.85 0.16
O1 -1.66 -2.48 0.09
C3 0.91 0.14 -0.14
C4 1.37 0.53 1.31
S1 2.02 -1.06 -0.99
H1 -2.68 1.68 -0.80
H2 -1.18 1.56 -1.79
H3 -1.08 1.95 -0.05
H4 0.07 -2.27 0.90
H5 -2.14 -1.85 -0.50
H6 0.90 1.13 -0.65
H7 2.07 1.37 1.26
H8 0.49 0.81 1.91
H9 1.88 -0.29 1.80
H10 3.09 -0.24 -1.06

---

Short version: ii is the most stable of them.

---

## i
Below is a cluster of 2 separate species, C4H10N2OS in total, with properties calculated with ωB97M-V/def2-TZVPD.

highest occupied orbital energy (alpha / beta)	-8.001 / -8.001	eV
LUMO (alpha / beta)	0.5 / 0.5	eV
frontier orbital gap (alpha / beta)	0.3117 / 0.3117	Eh

Element x y z (Å)
C1 2.87 -0.39 1.28
C2 3.11 1.12 0.85
C3 3.64 -0.76 -0.92
C4 -2.61 -0.35 -1.02
N1 3.06 -1.27 0.12
N2 -3.49 -0.12 0.09
O1 2.40 -2.34 0.03
S1 4.05 0.97 -0.68
H1 3.62 -0.84 2.03
H2 1.92 -0.51 1.78
H3 2.15 1.62 0.81
H4 3.67 1.52 1.70
H5 3.77 -1.10 -1.97
H6 -1.88 -1.22 -0.91
H7 -3.24 -0.51 -1.89
H8 -1.85 0.46 -1.19
H9 -4.14 0.65 -0.17
H10 -2.85 0.20 0.78

---

## ii
Below is an isolated molecule of C4H10N2OS, with properties calculated with ωB97M-V/def2-TZVPD.

highest occupied orbital energy	-9.182	eV
LUMO	0.7	eV
frontier orbital gap	0.3634	Eh
SMILES string	CN1CCC[S@]1(=N)=O

Element x y z (Å)
C1 -0.38 1.81 -0.10
N1 0.08 0.97 0.96
C2 -0.72 -0.30 1.10
C3 -0.42 -1.21 -0.12
C4 1.04 -1.46 -0.04
S1 1.78 0.13 0.16
N2 1.96 0.55 -1.30
O1 2.80 -0.04 1.20
H1 -1.46 2.23 -0.09
H2 0.19 2.64 0.00
H3 -0.35 1.45 -1.06
H4 -1.66 0.10 1.31
H5 -0.43 -0.70 1.97
H6 -1.12 -2.02 0.02
H7 -0.79 -0.77 -0.98
H8 1.20 -2.13 0.76
H9 1.35 -2.03 -0.98
H10 2.54 1.29 -1.50

---

Short version: i is the most stable of them.

---

## i
Below is a cluster of 2 separate species, H3S3 in total, with properties calculated with ωB97M-V/def2-TZVPD.

highest occupied orbital energy	-2.933	eV
charge	-1
LUMO	3.6	eV
frontier orbital gap	0.2403	Eh

Element x y z (Å)
S1 -2.01 0.70 -0.61
H1 -1.27 0.88 -1.69
S2 1.81 0.42 0.60
S3 -1.17 -1.19 -0.05
H2 2.07 -0.55 1.51
H3 0.57 -0.26 0.23

---

## ii
Below is a cluster of 2 separate species, H3S3 in total, with properties calculated with ωB97M-V/def2-TZVPD.

highest occupied orbital energy	-2.528	eV
charge	-1
LUMO	3.5	eV
frontier orbital gap	0.2207	Eh

Element x y z (Å)
S1 1.70 -0.03 -1.78
H1 2.00 1.26 -1.50
S2 -1.41 -0.52 2.65
S3 -0.22 0.50 -1.00
H2 -2.42 -0.75 1.85
H3 -0.66 0.20 1.65

---

Short version: i is the most stable of them.

---

## i
Below is a cluster of 2 separate species, H3S3 in total, with properties calculated with ωB97M-V/def2-TZVPD.

highest occupied orbital energy	-2.780	eV
charge	-1
LUMO	3.6	eV
frontier orbital gap	0.2352	Eh

Element x y z (Å)
S1 -1.20 0.59 1.28
H1 -2.01 -0.45 0.99
S2 1.84 -0.67 -0.97
S3 -1.01 1.33 -0.66
H2 1.66 -1.00 0.31
H3 0.72 0.20 -0.96

---

## ii
Below is a cluster of 2 separate species, H3S3 in total, with properties calculated with ωB97M-V/def2-TZVPD.

highest occupied orbital energy	-2.523	eV
charge	-1
LUMO	3.5	eV
frontier orbital gap	0.2212	Eh

Element x y z (Å)
S1 1.79 -0.03 -1.94
H1 2.37 1.18 -1.81
S2 -1.22 -0.54 2.28
S3 -0.12 0.41 -1.19
H2 -2.25 -0.90 1.52
H3 -0.57 -0.12 1.15

---

Short version: i is the most stable of them.

---

## i
Below is the ion C4H10NOS with charge -1, with properties calculated with ωB97M-V/def2-TZVPD.

highest occupied orbital energy	-2.575	eV
charge	-1
LUMO	3.0	eV
frontier orbital gap	0.2045	Eh
SMILES string	N[C@@H](C[O-])CCS

Element x y z (Å)
N1 1.09 -1.17 0.83
C1 0.63 0.16 0.42
C2 1.88 0.99 -0.01
O1 3.00 0.66 0.67
C3 -0.41 0.12 -0.69
C4 -1.73 -0.56 -0.27
S1 -2.93 0.75 0.19
H1 0.89 -1.89 0.15
H2 2.11 -1.01 0.96
H3 0.11 0.62 1.28
H4 1.59 2.06 0.07
H5 1.97 0.80 -1.13
H6 -0.59 1.16 -1.01
H7 0.00 -0.35 -1.60
H8 -1.52 -1.10 0.64
H9 -2.15 -1.18 -1.03
H10 -3.94 -0.06 0.54

---

## ii
Below is the ion C4H10NOS with charge -1, with properties calculated with ωB97M-V/def2-TZVPD.

highest occupied orbital energy	-2.489	eV
charge	-1
LUMO	3.6	eV
frontier orbital gap	0.2246	Eh
SMILES string	CN[C@H](CO)C[S-]

Element x y z (Å)
C1 0.75 -0.96 -1.77
N1 -0.44 -0.23 -1.21
C2 -0.10 0.47 0.05
C3 0.53 -0.46 0.95
O1 1.09 0.08 2.17
C4 -1.38 1.14 0.66
S1 -0.84 2.45 1.74
H1 0.86 -2.07 -1.43
H2 0.44 -1.19 -2.75
H3 1.76 -0.60 -1.66
H4 -1.31 -0.72 -1.47
H5 0.62 1.28 -0.22
H6 -0.15 -1.38 1.10
H7 1.42 -1.02 0.50
H8 0.92 1.09 2.21
H9 -2.12 0.54 1.23
H10 -2.06 1.58 -0.11

---

## iii
Below is the ion C4H10NOS with charge -1, with properties calculated with ωB97M-V/def2-TZVPD.

highest occupied orbital energy	-3.057	eV
charge	-1
LUMO	3.2	eV
frontier orbital gap	0.2281	Eh
SMILES string	C[C@@H](CS)NC[O-]

Element x y z (Å)
C1 -0.04 0.40 1.58
C2 -0.51 0.38 0.07
C3 0.42 0.94 -1.02
S1 1.49 2.40 -0.65
N1 -0.91 -0.83 -0.59
C4 0.05 -2.27 -0.30
O1 -0.07 -2.77 0.90
H1 0.34 1.47 1.72
H2 0.89 -0.24 1.70
H3 -0.84 0.15 2.16
H4 -1.31 1.01 0.10
H5 -0.09 1.38 -1.93
H6 1.04 0.08 -1.34
H7 0.60 3.43 -0.29
H8 -1.89 -0.95 -0.16
H9 1.02 -1.79 -0.65
H10 -0.21 -2.80 -1.31

---

Short version: i is the most stable of them.

---

## i
Below is an isolated molecule of C6H12N2, with properties calculated with ωB97M-V/def2-TZVPD.

highest occupied orbital energy (alpha / beta)	-8.314 / -8.021	eV
LUMO (alpha / beta)	-0.2 / -0.6	eV
frontier orbital gap (alpha / beta)	0.2997 / 0.2734	Eh

Element x y z (Å)
C1 0.38 1.25 0.96
C2 -1.13 -0.58 1.74
C3 -0.91 0.22 -1.83
N1 -0.62 0.27 0.68
C4 -0.05 -0.23 -0.66
C5 1.23 0.98 -0.41
C6 0.34 -1.58 -0.60
N2 2.49 0.52 -0.31
H1 2.46 -0.43 0.07
H2 0.98 1.06 1.86
H3 0.00 2.27 0.92
H4 1.15 1.87 -1.04
H5 -0.34 -0.98 2.38
H6 -1.80 0.03 2.35
H7 -1.73 -1.40 1.34
H8 -0.29 0.32 -2.73
H9 -1.38 1.19 -1.64
H10 -1.70 -0.50 -2.03
H11 1.35 -1.91 -0.45
H12 -0.41 -2.36 -0.60

---

## ii
Below is a structure of composition C6H12N2, with properties calculated with ωB97M-V/def2-TZVPD.

highest occupied orbital energy (alpha / beta)	-7.066 / -7.067	eV
LUMO (alpha / beta)	0.4 / 0.4	eV
frontier orbital gap (alpha / beta)	0.2753 / 0.2754	Eh

Element x y z (Å)
C1 -1.00 -0.06 1.10
C2 1.75 1.23 -1.39
C3 1.64 -0.82 0.65
C4 -2.16 0.72 0.54
C5 0.46 -0.37 -0.21
C6 -0.54 -1.40 -0.43
N1 0.48 0.62 -1.09
N2 -1.43 -2.06 -0.89
H1 -2.41 -1.77 -0.96
H2 -0.32 0.58 1.66
H3 -1.26 -0.91 1.73
H4 2.26 1.66 -0.51
H5 1.59 2.05 -2.09
H6 2.47 0.54 -1.86
H7 1.36 -1.60 1.35
H8 2.03 0.03 1.21
H9 2.43 -1.20 0.00
H10 -1.79 1.40 -0.23
H11 -2.66 1.29 1.32
H12 -2.92 0.07 0.10

---

Short version: ii is the most stable of them.